Entry 1:
A molecular structure, C37H31N7O3PRe in a non-equilibrium geometry, computed with ωB97M-V/def2-TZVPD.

```
! wB97M-V def2-TZVPD RIJCOSX def2/J DEFGRID3
* xyz 1 2
Re 0.1328 -0.4250 -0.4036
P -0.3310 2.6206 1.0488
O 2.1110 2.6293 -2.4106
O -0.6398 1.1726 0.6679
O 2.0800 -3.3389 1.2366
N -0.2217 -1.0062 2.5255
N -1.5533 -1.6724 -0.0287
N 0.4567 -1.7591 -1.9336
N -0.8511 0.6893 -2.1118
N 1.6328 0.8037 -1.0625
N -1.1372 -10.5783 -1.0454
N 1.6005 -1.1676 0.5668
C 1.3961 2.9556 1.3601
C -2.7056 -3.5626 0.5384
C -1.3122 -1.7309 4.5160
C -1.5898 2.1693 -4.3158
C -1.0722 -9.4321 -1.0458
C 0.3023 -3.1447 3.4617
C -1.0993 -0.8089 3.4998
C 1.3454 -1.5908 -2.9376
C 1.4627 -2.3177 1.3888
C -1.1807 2.9869 2.5817
C 1.3766 1.7395 -2.0106
C -1.5814 -3.0555 -0.1654
C -0.7336 -3.7412 -1.0163
C 0.4552 -2.1528 2.5074
C -0.8331 -5.2260 -1.0413
C -2.6171 -1.3417 0.6980
C 4.1258 0.9852 -1.0401
C 1.6507 -2.7982 -3.5540
C 5.3156 0.4195 -0.5961
C -0.3377 -7.3377 -0.0049
C 2.9142 -0.7075 0.2053
C -0.0054 1.5938 -2.6314
C 0.9370 -3.7745 -2.8763
C -2.4597 1.2337 -3.7719
C -2.0505 0.5091 -2.6687
C 0.1849 -3.1313 -1.8803
C -1.4805 -5.8838 -2.0813
C -3.3638 -2.4782 1.0722
C -0.9913 -7.9937 -1.0447
C 5.3065 -0.6932 0.2301
C 2.9214 0.4150 -0.6494
C -0.2644 -5.9559 -0.0017
C -0.9660 3.8111 -0.1295
C 4.1066 -1.2664 0.6371
C -1.5655 -7.2653 -2.0831
C -0.3449 2.3533 -3.7370
C -0.5971 -2.9200 4.4924
H 0.1106 -7.9137 0.7928
H 0.9418 -4.8356 -3.0634
H 4.1286 1.8544 -1.6785
H -4.2762 -2.4803 1.6449
H 2.3248 -2.9325 -4.3827
H 0.2556 -5.4359 0.7935
H -1.9240 -5.3119 -2.8862
H -3.4370 1.0586 -4.1978
H 1.7699 2.2041 2.0576
H -1.8796 2.7423 -5.1866
H -0.7407 -3.6607 5.2675
H -0.8373 4.8063 0.2985
H -2.8023 -0.3095 0.9580
H 1.9943 2.9277 0.4500
H -0.4390 3.7717 -1.0830
H -2.6810 -0.2424 -2.2102
H 1.4836 3.9451 1.8112
H 0.3787 3.0631 -4.1122
H -1.6664 0.1184 3.4682
H -2.0235 -1.5210 5.3026
H -2.0280 3.6259 -0.2922
H -2.2497 2.8080 2.4717
H -0.7832 2.3851 3.3995
H 1.7470 -0.6198 -3.1747
H 4.1119 -2.1393 1.2698
H 6.2555 0.8561 -0.9057
H -2.9979 -4.5991 0.5872
H 0.8821 -4.0538 3.3860
H -1.0184 4.0402 2.8158
H -2.0735 -7.7837 -2.8845
H 6.2373 -1.1285 0.5669
*
```

For the gap between HOMO and LUMO (alpha / beta), the calculation gives 6.463 / 6.651 eV. As for the expectation value of S²: 0.79.

Entry 2:
A molecular structure, C18H13BBrF4IN3O4ReSbSe4 in a non-equilibrium geometry, computed with ωB97M-V/def2-TZVPD.

```
! wB97M-V def2-TZVPD RIJCOSX def2/J DEFGRID3
* xyz -2 4
Re -1.6270 0.2082 0.8287
I 7.2798 -0.1807 1.9449
Sb -3.9699 2.7673 0.4175
Br 0.5681 -0.2657 -3.4877
Se -3.4677 4.1726 -1.4635
Se -1.9828 2.3234 1.9596
Se -3.8358 0.2629 -0.2131
Se -5.9780 3.1955 1.6673
F -2.2364 -0.9538 2.5103
F -3.4186 -2.2004 4.0530
F -1.1234 -2.3589 3.9870
F -2.3923 -3.2820 2.3210
O 0.4993 0.7767 3.5985
O -0.7738 0.8799 -0.8431
O 0.3145 -0.0733 1.5193
O 0.7664 2.3843 -0.1647
N -1.2313 -1.8303 -0.1059
N -2.9747 -4.9123 -0.8084
N -0.7210 -4.3861 -1.0385
C 4.4206 0.1290 1.0032
C -2.2067 -2.6972 -0.2568
C -0.0590 3.7469 -2.5773
C -0.0793 4.3378 -3.8249
C 0.2720 1.6119 -3.5769
C 2.4562 0.1991 2.3956
C 3.0443 0.2263 1.1388
C 0.0834 1.8503 -1.0145
C 4.6334 -0.0346 3.4047
C 0.1096 2.3698 -2.4312
C 0.0164 -2.2046 -0.4308
C 3.2578 0.0838 3.5240
C 0.9598 0.3275 2.5645
C 0.2468 -3.4712 -0.9068
C 0.2711 2.1906 -4.8384
C 5.2008 -0.0108 2.1397
C 0.0866 3.5573 -4.9617
C -1.9407 -4.0033 -0.7020
B -2.2909 -2.2691 3.2735
H -3.2065 -2.3794 0.0109
H 1.2500 -3.7757 -1.1784
H 2.4150 0.3612 0.2686
H -0.2071 4.3327 -1.6808
H 0.7955 -1.4731 -0.2790
H 0.4109 1.5669 -5.7106
H 2.7797 0.0898 4.4947
H -3.7246 -4.7639 -0.1510
H 0.0667 4.0069 -5.9463
H -2.6468 -5.8651 -0.8280
H 5.2557 -0.1392 4.2834
H 4.8772 0.1683 0.0233
H -0.2432 5.4036 -3.9118
*
```

As for the energy relative to the best compared isomer or geometry (same formula, charge and spin): 0.5948 eV. For the gap between HOMO and LUMO (alpha / beta), the calculation gives 5.433 / 5.462 eV. As for the expectation value of S²: 3.78.

Entry 3:
A gas-phase ion, C2H3O3S (charge -1) in a non-equilibrium geometry, computed with ωB97M-V/def2-TZVPD.

```
! wB97M-V def2-TZVPD RIJCOSX def2/J DEFGRID3
* xyz -1 1
S 2.2190 0.0706 -0.1918
O 2.3536 1.4560 0.2393
O 2.2836 -0.8326 0.9953
O 0.5431 0.0420 -0.7940
C -0.5850 -0.3400 0.0548
C -1.8562 -0.1120 -0.2813
H -0.2250 -0.6631 1.0404
H -2.8530 -0.2990 0.1095
H -1.8802 0.6780 -1.1722
*
```

As for the energy relative to the best compared isomer or geometry (same formula, charge and spin): 1.9639 eV. For the gap between HOMO and LUMO, the calculation gives 8.416 eV.

no.,E (eV)
1,-66862.5501
2,-391293.6669
3,-19100.2883